(1)
This record from the OMol25 dataset describes a molecular structure, C16H23CsNO4 at a distorted geometry. The level of theory is wB97M-V/def2-TZVPD.

Values from the calculation:
Orbital gap   7.2 eV
Total charge   +1
2S+1   1

Last column: Mulliken charge in e.
Positions of all 45 atoms, in Å:
C  -3.8089  -2.2919  -3.8769  -0.9688
C  -3.1208  -0.8412  -3.7051  -0.3546
C  -2.2342  -0.7073  -2.3608  -0.0810
O  -2.7578  0.4620  -1.6421  -0.3597
C  -1.6923  1.4135  -1.3570  -2.2965
C  -0.8090  0.9295  -0.0696  0.7403
C  -1.3344  1.0380  1.2301  0.3082
C  -2.7761  1.5678  1.6212  -1.2560
C  -0.3861  0.5841  2.4305  0.3214
O  -0.7738  0.7477  3.6187  -0.5607
C  1.0601  -0.0276  2.2210  0.1113
C  2.0144  -0.5436  3.4061  -0.5790
O  1.2366  -1.3089  4.3517  -0.4078
C  0.5127  -2.3738  3.7019  -0.5671
C  1.5462  -0.1187  0.8731  0.3117
N  2.9073  -0.6385  0.5505  -0.6162
C  3.6157  0.4504  0.2278  0.5719
C  3.4693  1.8666  0.9760  -0.8100
C  4.6664  0.4299  -1.0011  -1.0889
C  0.6792  0.3233  -0.3930  0.9220
O  1.1316  0.1622  -1.6114  -0.8267
H  -3.4121  -2.7687  -4.8385  0.2569
H  -4.9385  -2.1435  -4.0370  0.2513
H  -3.6806  -2.9678  -2.9626  0.3301
H  -3.9480  -0.0632  -3.7361  0.2872
H  -2.4739  -0.6723  -4.6446  0.1934
H  -1.1278  -0.6089  -2.6840  -0.1313
H  -2.2879  -1.6730  -1.7380  0.2317
H  -0.9817  1.5248  -2.2905  1.3933
H  -2.0798  2.4861  -1.1197  0.5053
H  -2.6273  2.2591  2.5300  0.3544
H  -3.4888  0.7423  1.9784  0.3016
H  -3.2700  2.1946  0.8091  0.3061
H  2.8213  -1.2623  3.0029  0.4111
H  2.5036  0.3776  3.8711  0.3343
H  0.3562  -3.2682  4.4045  0.2895
H  1.0501  -2.7974  2.7754  0.2596
H  -0.5224  -2.0300  3.3350  0.1742
H  2.5532  2.4624  0.6279  0.2352
H  3.2929  1.6265  2.0772  0.1242
H  4.3986  2.4995  0.7888  0.3995
H  4.6503  1.4791  -1.4689  0.3082
H  4.3587  -0.3482  -1.7700  0.2863
H  5.6903  0.2260  -0.5273  0.3283
Cs  0.0102  1.6029  -3.6462  1.0559

Cartesian forces (eV/Å) of the 6 atoms listed first:
-0.52 0.45 -0.53
-0.01 -0.84 -0.22
-0.47 -0.45 -1.35
2.16 0.53 -0.27
0.87 -0.11 1.37
0.06 0.16 0.01


(2)
This record from the OMol25 dataset describes a molecular structure, C16H23F6FeN7O3PS. The level of theory is wB97M-V/def2-TZVPD.

Values from the calculation:
Orbital gap (alpha / beta)   8.3 / 7.2 eV
Total charge   +2
⟨S²⟩   8.77
2S+1   6

Last column: Mulliken spin population.
Positions of all 58 atoms, in Å:
Fe  -0.9798  -0.1524  0.1288  3.8214
F  -0.5874  1.6703  1.5923  -0.0042
P  -0.9862  0.8143  3.0141  -0.0128
F  -1.8773  2.1072  3.4387  -0.0002
F  0.2973  1.3765  3.6946  0.0006
F  -1.4676  -0.0197  4.2331  0.0007
F  -0.1784  -0.4370  2.3365  0.0171
F  -2.2882  0.2799  2.1074  -0.0042
N  -3.2415  4.1536  1.9799  0.0004
C  -2.7302  3.9227  0.5812  0.0046
C  -3.0070  2.4758  0.1517  0.0009
N  -1.9446  1.9025  -0.6964  0.0368
H  -3.0525  5.1068  2.2940  0.0000
H  -2.7784  3.4998  2.6328  -0.0002
H  -4.2488  4.0007  2.0478  0.0000
H  -1.6590  4.1122  0.6170  -0.0001
H  -3.1920  4.6616  -0.0696  -0.0002
H  -3.9476  2.4048  -0.3925  -0.0019
H  -3.1000  1.8659  1.0463  0.0004
H  -1.0566  2.3420  -0.4695  0.0043
H  -2.1184  2.1065  -1.6743  0.0015
O  7.2656  -3.5373  -3.0285  0.3933
S  7.1708  -4.2336  -1.7305  0.0354
O  5.9645  -4.9469  -1.4674  0.0543
O  8.3794  -4.6100  -1.0839  0.0657
C  6.7848  -2.3495  -1.0492  0.3310
N  7.8190  -1.6333  -0.7482  0.0503
C  7.5233  -0.4046  -0.3202  0.0156
C  6.2051  0.0325  -0.2298  0.0103
C  5.2097  -0.8639  -0.5781  0.0011
N  5.5194  -2.0885  -1.0174  0.0333
C  3.7455  -0.5889  -0.5001  0.0093
C  3.2144  0.5879  0.0178  0.0034
C  1.8466  0.7415  0.0869  0.0170
N  0.9876  -0.2087  -0.3330  0.0639
C  1.5088  -1.3422  -0.8419  0.0262
C  2.8601  -1.5645  -0.9453  -0.0252
H  8.3573  0.2324  -0.0548  0.0003
H  5.9958  1.0441  0.0856  0.0025
H  3.8443  1.3868  0.3820  -0.0005
H  1.4230  1.6438  0.4988  -0.0052
H  0.8044  -2.0935  -1.1777  -0.0004
H  3.2365  -2.4895  -1.3598  -0.0009
C  -6.1117  -1.8435  0.5384  -0.0004
C  -4.8269  -1.5369  -0.1501  0.0107
C  -4.5395  -1.3191  -1.4906  -0.0079
C  -3.1638  -1.1378  -1.5642  -0.0037
N  -2.6224  -1.2122  -0.3312  0.0408
N  -3.6654  -1.4488  0.5052  0.0004
C  -2.2995  -0.9543  -2.7693  0.0120
H  -6.9371  -1.7716  -0.1643  0.0001
H  -6.2914  -1.1564  1.3655  0.0010
H  -6.0989  -2.8564  0.9429  0.0015
H  -5.2416  -1.3372  -2.3073  -0.0001
H  -3.5008  -1.5928  1.4883  -0.0034
H  -2.8564  -1.1809  -3.6750  0.0019
H  -1.4417  -1.6276  -2.7293  -0.0005
H  -1.9246  0.0669  -2.8579  0.0020

Cartesian forces (eV/Å) of the 6 atoms listed first:
-0.64 0.46 0.22
0.08 0.03 0.16
-0.12 0.25 -0.11
-0.01 0.00 -0.05
0.02 -0.04 0.02
0.07 -0.05 0.00


(3)
This record from the OMol25 dataset describes 4 unconnected molecules or ions with the total composition C16H23F9INO8 at a distorted geometry. The level of theory is wB97M-V/def2-TZVPD.

Values from the calculation:
Orbital gap   9.6 eV
SMILES string   CC[C@@H](I)NC(=O)O.CCOC(=O)C(F)(F)F.CCOC(=O)C(F)(F)F.CCOC(=O)C(F)(F)F
2S+1   1

Last column: natural (NBO) charge in e.
Positions of all 58 atoms, in Å:
C  -3.2067  -3.5838  4.8890  -0.6433
C  -3.7843  -2.2396  4.2270  -0.4643
C  -3.1810  -1.8883  2.7883  -0.1152
I  -4.6519  -0.5243  1.8424  0.0795
N  -1.8985  -1.1265  2.8246  -0.7157
C  -0.7787  -1.9161  3.3725  0.8617
O  -0.2295  -1.4774  4.4189  -0.5238
O  -0.2703  -3.1325  2.8503  -0.6966
H  -3.8564  -3.8708  5.7983  0.2339
H  -3.2183  -4.4923  4.1909  0.2072
H  -2.1349  -3.3898  5.2751  0.2273
H  -4.9169  -2.4144  4.0713  0.2272
H  -3.7299  -1.3353  4.9437  0.2450
H  -3.1346  -2.7906  2.0670  0.1928
H  -1.6686  -0.8361  1.8503  0.3908
H  -0.9907  -3.7274  2.5376  0.4927
C  2.9642  -0.2694  1.5414  -0.6399
C  1.5912  -0.2132  0.9007  -0.0765
O  1.3897  1.0447  0.2350  -0.4787
C  1.9562  1.1660  -0.9814  0.6906
O  2.6044  0.3035  -1.5159  -0.5374
C  1.6259  2.5247  -1.5913  0.8991
F  1.8002  3.5396  -0.7198  -0.3070
F  0.3406  2.5906  -2.0021  -0.3142
F  2.3848  2.8133  -2.6632  -0.3003
H  3.1101  0.5828  2.2096  0.2202
H  3.0859  -1.1927  2.1108  0.2331
H  3.7542  -0.2220  0.7886  0.2218
H  0.8245  -0.2857  1.6752  0.1921
H  1.4323  -1.0464  0.2103  0.1998
C  4.0193  -2.6891  -5.1356  -0.6390
C  3.8042  -2.2701  -3.6938  -0.0795
O  3.4279  -3.3971  -2.8858  -0.4805
C  4.4334  -4.2056  -2.4953  0.6863
O  5.5896  -4.0377  -2.7853  -0.5291
C  3.9026  -5.3287  -1.6091  0.8985
F  2.7971  -5.9106  -2.1198  -0.3100
F  3.5668  -4.8810  -0.3803  -0.3111
F  4.8001  -6.3134  -1.4258  -0.3015
H  3.1342  -3.2007  -5.5222  0.2135
H  4.2297  -1.8201  -5.7621  0.2232
H  4.8541  -3.3878  -5.2243  0.2230
H  2.9805  -1.5556  -3.6401  0.2054
H  4.6868  -1.7751  -3.2800  0.2012
C  -2.0220  3.8612  -0.4526  -0.6403
C  -1.8206  5.1059  -1.2950  -0.0791
O  -3.0803  5.7237  -1.6035  -0.4802
C  -3.6220  6.4789  -0.6266  0.6867
O  -3.1207  6.6496  0.4545  -0.5293
C  -4.9279  7.1102  -1.1005  0.8984
F  -5.7335  6.2240  -1.7225  -0.3092
F  -4.7101  8.1118  -1.9787  -0.3090
F  -5.6468  7.6346  -0.0919  -0.3023
H  -2.7126  3.1721  -0.9459  0.2128
H  -1.0726  3.3523  -0.2843  0.2260
H  -2.4579  4.1064  0.5185  0.2239
H  -1.3632  4.8322  -2.2480  0.1991
H  -1.1492  5.8191  -0.8088  0.2000

Cartesian forces (eV/Å) of the 6 atoms listed first:
0.38 0.44 0.62
-0.94 -0.61 -0.12
-0.48 -0.33 0.21
0.67 -0.50 0.19
0.45 -1.71 -0.90
1.95 1.13 4.38


(4)
This record from the OMol25 dataset describes a molecular structure, C16H23IMgN2 at a distorted geometry. The level of theory is wB97M-V/def2-TZVPD.

Values from the calculation:
Orbital gap   6.3 eV
2S+1   1

Last column: natural (NBO) charge in e.
Positions of all 43 atoms, in Å:
C  0.3689  0.8686  2.2341  -0.6637
C  0.3513  -0.6533  2.2496  -0.6461
H  1.3817  1.2037  1.8899  0.2437
H  0.1615  1.2423  3.2575  0.2246
H  -0.4148  1.2248  1.5224  0.1801
H  0.5498  -1.0775  1.2188  0.1638
H  1.1997  -1.0287  2.8513  0.2413
H  -0.6648  -1.0566  2.5006  0.2055
C  -0.0020  2.6563  -1.7723  0.0884
C  0.1585  3.4672  -2.9072  -0.2365
C  0.0965  2.8697  -4.1735  -0.1477
C  -0.1301  1.4884  -4.2698  -0.2056
H  -0.0351  3.0670  -0.7630  0.2207
H  0.3249  4.5231  -2.7861  0.2330
H  0.2134  3.4582  -5.0965  0.2327
H  -0.2663  0.9741  -5.2110  0.2190
N  -0.1444  1.3169  -1.8924  -0.5610
C  -0.2070  0.7089  -3.1007  0.1727
C  -0.3861  -0.7616  -3.1017  0.1819
N  -0.4708  -1.3770  -1.9028  -0.5654
C  -0.5164  -2.7204  -1.7829  0.0819
C  -0.5293  -2.9372  -4.1852  -0.1474
C  -0.5349  -3.5344  -2.9186  -0.2337
H  -0.5358  -3.1270  -0.7772  0.2217
H  -0.5623  -4.6083  -2.8027  0.2332
C  -0.4820  -1.5345  -4.2737  -0.2057
H  -0.5397  -1.0031  -5.2093  0.2176
H  -0.5600  -3.5336  -5.1136  0.2335
Mg  -0.4145  -0.0322  -0.3990  1.6730
I  2.6061  -0.6400  -0.1157  -0.8322
C  -2.9394  0.4626  2.3917  -0.6028
C  -3.1861  -0.3135  1.1067  -0.2445
C  -4.6613  -0.3483  0.7387  -0.5974
C  -2.4642  0.3723  -0.0369  -1.1090
H  -3.0796  1.5296  2.2178  0.1984
H  -1.9298  0.3291  2.7909  0.2055
H  -3.6338  0.1332  3.1707  0.2001
H  -2.7938  -1.3355  1.2111  0.1729
H  -4.9982  0.6674  0.5504  0.2006
H  -4.8121  -0.9425  -0.1769  0.1978
H  -5.2464  -0.7835  1.5559  0.1888
H  -2.5184  1.4701  0.0399  0.1835
H  -2.8307  0.0551  -1.0379  0.1827

Cartesian forces (eV/Å) of the 6 atoms listed first:
0.55 0.11 -0.22
-0.79 -0.87 -0.73
-0.94 -0.10 0.37
0.02 0.09 -0.73
0.45 0.29 0.72
-0.04 0.28 1.34